This record from the Open Molecules 2025 dataset describes a 2-piece molecular cluster, CH2O5P2 overall. The level of theory is ωB97M-V/def2-TZVPD.

```
10
Properties=species:S:1:pos:R:3:forces:R:3
C 0.40664 0.19090 -0.12637 -0.78 0.96 1.07
O -2.70630 -1.40351 0.48976 0.28 1.95 0.46
O -2.88093 0.67711 -0.96808 -0.02 0.43 -0.61
O 0.69041 -0.44016 -1.09026 -0.51 -1.71 -2.56
O -2.62402 1.00941 1.51761 0.08 1.34 2.49
O 3.06960 -0.02878 -0.61195 1.62 -2.44 -4.28
P 2.26117 0.72597 0.48015 -0.57 3.59 1.68
P -2.62010 0.12189 0.37916 -0.30 -3.66 -2.31
H 2.42749 -0.52946 -1.30917 0.60 1.36 1.95
H 1.97604 -0.32336 1.23915 -0.40 -1.81 2.12
```
Positions in Å, forces in eV/Å.

Its gap between HOMO and LUMO is 5.4867 eV. The relative energy (zero: lowest compared OMol25 entry of this formula, charge and spin) is 3.863 eV. The charge is -2. For the largest force on an atom, the calculation gives 5.2 eV/Å. As for the highest occupied orbital energy: 1.09 eV. For the LUMO energy, the calculation gives 6.58 eV.

Now the Mulliken charges, all in e: -0.071 -0.684 -0.653 -0.520 -0.600 -0.322 -0.332 0.868 0.343 -0.027